DFT (ωB97M-V/def2-TZVPD) results for a 2-piece molecular cluster, C5H3FOS overall in a non-equilibrium geometry.

HOMO energy = -9.16 eV
Spin multiplicity = 1
HOMO-LUMO gap = 8.8 eV
Largest force on an atom = 5.21 eV/Å
LUMO level = -0.34 eV
Charge = 0
Electronic energy = -20826.948 eV

Positions of all 11 atoms, in Å:
H -0.90712 1.60608 0.93306
H 0.95170 -2.18403 0.77763
C 0.08979 1.14811 -1.75933
C -0.19524 1.48659 -2.86529
F 0.88160 -0.88570 -0.78376
O -0.38222 -0.24383 1.88498
S 0.46630 -2.04420 3.41108
H -1.01054 1.70035 -3.71993
C -0.44180 0.55549 0.68721
C 0.24221 0.38384 -0.45987
C 0.30531 -1.52271 1.89422